# 1
DFT (wB97M-V/def2-TZVPD) results for C4H7CuO3 as an isolated structure.

The lowest unoccupied orbital energy (spin up / spin down) is -1.234 / -1.234 eV. The HOMO energy (spin up / spin down) comes out at -7.56 / -7.56 eV. The value obtained for the HOMO-LUMO gap (spin up / spin down) is 6.33 / 6.33 eV.

Each line ends with the Löwdin charge.
Cartesian coordinates (Å):
1 Cu -0.85435 1.70653 0.98626  0.5376
2 O 1.62727 0.42847 -0.31195  -0.1234
3 O 3.70693 0.89767 -0.59687  0.1250
4 O 3.13698 -1.24703 -0.26484  0.0873
5 C 2.81793 -0.09259 -0.44954  -0.6892
6 C -2.30178 -0.38005 -0.23330  -0.1050
7 C 0.55736 -0.35430 0.33576  -0.1289
8 C -3.18466 0.52395 0.30634  -0.1318
9 H -3.63806 0.30222 1.27933  0.0488
10 H -1.97698 -0.22285 -1.26757  0.0692
11 H 0.37885 -1.18166 -0.37272  0.0389
12 H 4.59461 0.52000 -0.60969  0.1237
13 H 0.96042 -0.82061 1.25261  0.0279
14 H -2.14586 -1.32371 0.30100  0.0703
15 H -3.67868 1.24397 -0.35483  0.0497

---

# 2
DFT (wB97M-V/def2-TZVPD) results for one molecule with the formula C4H7F.

The lowest unoccupied orbital energy is 1.083 eV. The HOMO energy comes out at -8.87 eV. The value obtained for the HOMO-LUMO gap is 9.95 eV. Its structure (SMILES) is C/C=C(\C)F.

Each line ends with the Löwdin charge.
Cartesian coordinates (Å):
1 F 0.47552 -0.61943 -1.73090  0.0075
2 C 0.07008 -0.22198 -0.45957  -0.3163
3 C 0.12499 1.13787 1.63599  -0.1361
4 C -1.00521 -1.07707 0.06734  -0.0447
5 C 0.50971 0.85263 0.28692  -0.1541
6 H -0.93368 -1.03837 1.18281  0.0686
7 H 1.28667 1.50633 -0.09107  0.1026
8 H -0.70231 -2.11394 -0.27811  0.1124
9 H -1.95836 -0.65239 -0.19980  0.0870
10 H 0.92612 1.69439 2.22163  0.1019
11 H -0.29114 0.17873 1.99011  0.0506
12 H -0.80439 1.85139 1.56842  0.1207

---

# 3
DFT (wB97M-V/def2-TZVPD) results for a 2-piece molecular cluster, C4H7F2N overall.

The lowest unoccupied orbital energy is 0.628 eV. The HOMO energy comes out at -9.96 eV. The value obtained for the HOMO-LUMO gap is 10.59 eV. Its structure (SMILES) is NC(F)F.C#CC.

Each line ends with the Löwdin charge.
Cartesian coordinates (Å):
1 F -1.42242 -2.91469 -1.42033  -0.0095
2 F 0.53339 -3.53086 -1.43651  0.0962
3 N 0.15285 -1.51154 -2.35990  0.0777
4 C -0.10278 -2.41019 -1.27845  -0.5282
5 C 0.81171 0.55442 1.29726  -0.1591
6 C -0.37838 0.67047 0.54620  -0.2610
7 C -1.53145 0.94677 0.84335  0.1070
8 H -0.13409 -2.07012 -3.23488  0.1252
9 H -2.48419 1.52975 0.77098  0.0592
10 H 1.23555 1.57887 0.94729  0.1220
11 H -0.00244 -1.72253 -0.38413  0.1342
12 H 0.81145 0.47036 2.37988  0.0827
13 H 1.38445 -0.26910 0.79841  0.0666
14 H 1.16588 -1.47281 -2.17401  0.0869

---

# 4
DFT (wB97M-V/def2-TZVPD) results for one molecule with the formula C4H7F2N.

The lowest unoccupied orbital energy is 0.874 eV. The HOMO energy comes out at -7.42 eV. The value obtained for the HOMO-LUMO gap is 8.29 eV. Its structure (SMILES) is CN(C)/C(F)=C/F.

Each line ends with the Löwdin charge.
Cartesian coordinates (Å):
1 F 3.31692 0.63067 0.06853  -0.0223
2 F 1.54775 -1.66017 -0.01142  0.0678
3 N -0.31562 -0.24589 0.25145  -0.2113
4 C -1.17719 -1.35025 -0.22669  -0.0176
5 C 1.05308 -0.41466 0.21730  -0.2077
6 C 1.99533 0.82026 0.06887  -0.0849
7 C -0.93895 1.02934 0.11814  -0.0562
8 H -1.41474 -1.24909 -1.29654  0.1023
9 H -0.73179 -2.28611 -0.00237  0.0760
10 H -1.97012 -1.07973 0.40442  0.0666
11 H -0.67382 1.34822 -0.89066  0.1103
12 H -1.92353 0.92172 0.34403  0.0636
13 H -0.43018 1.73187 0.67065  0.0578
14 H 1.66285 1.80382 0.28428  0.0556

---

Calculated values (eV/A) of strongest force on any atom for the records, taken in order: 2.61; 5.05; 4.66; 7.18.
Calculated values (kJ/mol) of energy relative to the best compared isomer or geometry (same formula, charge and spin) for the records, taken in order: 151.9; 71.7; 313.3; 236.7.